Record 1
{"formula": "C12H24F6N3O21PtS6", "method": "ωB97M-V/def2-TZVPD", "gap_ha": [0.3339, 0.3176], "s_squared": 2.0036, "relative_energy_kcal_mol": 0.0, "charge": -1, "largest_force_ha_per_bohr": 0.0916, "spin_multiplicity": 3, "elements": ["Pt", "N", "S", "O", "O", "F", "S", "O", "O", "F", "N", "S", "O", "O", "F", "S", "O", "O", "F", "N", "S", "O", "O", "F", "S", "O", "O", "F", "C", "C", "O", "C", "O", "O", "C", "H", "H", "H", "H", "H", "H", "H", "H", "C", "C", "O", "C", "O", "O", "C", "H", "H", "H", "H", "H", "H", "H", "H", "C", "C", "O", "C", "O", "O", "C", "H", "H", "H", "H", "H", "H", "H", "H"], "positions_angstrom": [[-0.521, 0.584, 0.520], [0.715, 2.028, -3.940], [0.410, 0.644, -4.663], [-0.605, 0.712, -5.658], [0.485, -0.554, -3.890], [1.750, 0.621, -5.552], [-0.476, 2.185, -2.891], [-0.273, 1.658, -1.575], [-1.791, 2.053, -3.401], [-0.356, 3.739, -2.716], [-0.287, -0.571, 2.310], [-1.136, -0.252, 3.735], [-0.303, -0.135, 4.875], [-2.420, -0.810, 3.814], [-1.413, 1.261, 3.378], [0.034, -2.120, 2.593], [-1.063, -3.026, 2.596], [1.127, -2.353, 3.471], [0.658, -2.451, 1.147], [-2.351, 1.673, 0.703], [-2.651, 3.259, 0.245], [-3.207, 4.019, 1.301], [-3.118, 3.470, -1.071], [-1.151, 3.718, 0.195], [-3.865, 1.158, 0.879], [-4.700, 1.294, -0.257], [-4.417, 1.323, 2.176], [-3.513, -0.418, 0.863], [3.058, 0.621, 3.971], [3.018, 1.607, 2.827], [2.107, 2.669, 3.191], [1.058, 2.896, 2.419], [0.777, 2.264, 1.426], [0.322, 3.914, 2.821], [0.692, 4.653, 3.966], [3.256, 1.098, 4.934], [3.871, -0.105, 3.867], [2.157, 0.019, 4.046], [2.678, 1.095, 1.930], [3.995, 2.064, 2.688], [-0.107, 5.360, 4.179], [1.580, 5.272, 3.809], [0.866, 4.065, 4.866], [-2.304, -5.103, 0.074], [-2.225, -4.220, -1.154], [-1.624, -2.993, -0.737], [-1.896, -1.843, -1.314], [-1.300, -0.836, -0.985], [-2.878, -1.882, -2.177], [-3.142, -0.685, -2.940], [-2.795, -6.043, -0.175], [-2.881, -4.567, 0.829], [-1.319, -5.291, 0.495], [-3.182, -4.072, -1.645], [-1.569, -4.685, -1.898], [-3.946, -0.922, -3.626], [-2.241, -0.411, -3.484], [-3.397, 0.163, -2.306], [2.379, -3.277, -2.613], [2.084, -2.331, -1.481], [2.700, -1.055, -1.805], [2.387, -0.053, -1.029], [1.696, -0.122, -0.028], [2.995, 1.068, -1.362], [3.998, 1.079, -2.375], [1.914, -2.917, -3.527], [1.956, -4.248, -2.347], [3.456, -3.388, -2.738], [2.486, -2.611, -0.506], [1.011, -2.212, -1.329], [4.701, 0.261, -2.219], [4.484, 2.048, -2.358], [3.564, 0.947, -3.365]], "lowdin_charge": [1.2754, -0.2650, 0.4725, -0.2696, -0.2718, -0.2028, 0.4758, -0.3486, -0.2449, -0.1482, -0.3908, 0.4969, -0.2431, -0.2152, -0.1760, 0.4780, -0.2474, -0.2487, -0.1956, -0.4029, 0.4985, -0.2365, -0.2311, -0.1635, 0.4825, -0.2454, -0.2400, -0.1921, -0.0519, -0.1627, 0.0418, -0.5733, 0.0142, 0.0401, -0.0399, 0.0822, 0.0850, 0.0457, 0.1040, 0.1250, 0.0989, 0.0983, 0.1008, -0.0564, -0.1994, 0.0525, -0.5819, -0.0134, 0.0279, 0.0249, 0.0772, 0.0851, 0.0794, 0.1226, 0.1265, 0.1034, 0.0718, 0.0885, -0.0468, -0.1861, 0.0406, -0.5993, 0.0161, 0.0311, -0.0203, 0.0746, 0.0818, 0.0789, 0.1266, 0.1038, 0.0977, 0.0970, 0.0868]}

Record 2
{"formula": "C22H27GeN5O7Se4V", "method": "ωB97M-V/def2-TZVPD", "gap_ha": [0.2578, 0.2693], "s_squared": 2.0285, "relative_energy_kcal_mol": 0.0, "charge": -1, "largest_force_ha_per_bohr": 0.0105, "spin_multiplicity": 3, "elements": ["V", "Se", "Se", "Se", "Se", "O", "C", "C", "O", "C", "C", "O", "C", "O", "O", "C", "C", "C", "C", "Ge", "C", "C", "C", "C", "H", "H", "H", "H", "H", "H", "H", "H", "H", "H", "H", "H", "H", "H", "H", "H", "H", "H", "H", "N", "C", "N", "C", "N", "O", "C", "N", "C", "O", "C", "C", "C", "C", "N", "C", "H", "H", "H", "H", "H", "H", "H", "H"], "positions_angstrom": [[1.468, -0.588, 0.701], [-0.377, -2.400, 0.383], [0.649, -4.198, -0.771], [2.492, -4.195, 0.618], [3.421, -2.129, 0.078], [3.782, 3.760, -2.891], [3.315, 2.925, -2.170], [3.675, 2.693, -0.700], [4.484, 3.325, -0.048], [2.853, 1.567, -0.286], [2.078, 1.090, -1.332], [1.308, 0.056, -1.135], [2.247, 1.885, -2.544], [1.685, 1.786, -3.608], [2.796, 0.994, 0.872], [-5.322, 1.708, -1.909], [-3.989, 1.354, -1.263], [-2.912, 1.018, -2.291], [-1.639, 0.436, -1.665], [-1.894, -1.460, -1.272], [-1.713, -2.504, -2.931], [-3.026, -2.906, -3.605], [-3.846, -3.919, -2.813], [-5.053, -4.423, -3.595], [-6.076, 1.965, -1.163], [-5.706, 0.870, -2.499], [-5.217, 2.561, -2.584], [-4.123, 0.520, -0.568], [-3.638, 2.189, -0.651], [-2.645, 1.931, -2.831], [-3.321, 0.343, -3.055], [-1.372, 0.998, -0.771], [-0.790, 0.504, -2.346], [-3.239, -1.723, -0.570], [-1.107, -3.394, -2.753], [-1.122, -1.869, -3.595], [-2.798, -3.339, -4.585], [-3.639, -2.020, -3.808], [-4.179, -3.477, -1.871], [-3.201, -4.763, -2.540], [-5.705, -3.594, -3.882], [-5.648, -5.126, -3.011], [-4.742, -4.929, -4.512], [-1.802, 4.378, 2.603], [-1.804, 3.274, 2.257], [-1.926, 2.016, 1.852], [-0.931, 1.248, 1.677], [-0.131, 0.406, 1.508], [5.373, 3.885, 2.621], [5.885, 2.649, 3.029], [4.838, 1.665, 3.223], [4.560, 1.071, 4.409], [5.175, 1.237, 5.449], [3.375, 0.147, 4.318], [2.461, 0.011, 5.351], [1.291, -0.696, 5.116], [1.041, -1.172, 3.839], [1.939, -1.076, 2.856], [3.109, -0.494, 3.125], [5.036, 3.794, 1.715], [6.383, 2.783, 3.985], [6.599, 2.264, 2.295], [4.192, 1.538, 2.451], [2.664, 0.482, 6.305], [0.544, -0.820, 5.888], [0.091, -1.618, 3.577], [3.823, -0.495, 2.318]], "lowdin_charge": [0.4384, 0.2548, 0.0571, -0.0392, 0.1585, 0.1516, -0.2345, -0.2408, 0.1022, -0.2828, -0.2659, -0.1920, -0.2731, 0.1150, -0.1458, -0.1178, -0.2887, -0.2862, -0.3262, 0.7151, -0.3424, -0.2980, -0.2905, -0.1198, 0.0669, 0.0669, 0.0718, 0.0838, 0.1041, 0.1167, 0.0922, 0.0411, 0.0591, -0.0283, 0.0026, 0.0782, 0.1107, 0.0989, 0.0824, 0.1116, 0.0713, 0.0662, 0.0697, 0.0877, -0.3959, 0.0810, -0.3147, 0.0391, -0.0364, -0.2405, 0.1100, -0.4388, 0.0579, -0.0888, 0.0215, -0.0323, -0.1214, -0.0269, -0.1157, 0.0411, 0.1216, 0.1278, 0.1062, 0.1268, 0.1069, 0.1052, 0.0639]}

Record 3
{"formula": "C9H14F3N2RuS3", "method": "ωB97M-V/def2-TZVPD", "gap_ha": [0.2123, 0.2123], "relative_energy_kcal_mol": 13.3, "charge": 1, "largest_force_ha_per_bohr": 0.0454, "elements": ["Ru", "C", "C", "S", "C", "C", "S", "H", "H", "H", "H", "H", "H", "F", "C", "F", "F", "C", "N", "C", "C", "N", "C", "S", "H", "H", "H", "H", "H", "H", "H", "H"], "positions_angstrom": [[-0.442, 0.593, 0.578], [-1.469, 5.046, 0.555], [-0.776, 3.719, 0.426], [-1.807, 2.358, 0.177], [0.597, 3.575, 0.480], [1.558, 4.730, 0.627], [1.281, 2.052, 0.319], [-2.549, 4.931, 0.517], [-1.168, 5.705, -0.263], [-1.200, 5.541, 1.491], [1.050, 5.686, 0.533], [2.336, 4.677, -0.135], [2.050, 4.697, 1.599], [0.124, -1.982, -0.283], [0.409, -0.711, -0.696], [-0.174, -0.566, -1.900], [1.729, -0.654, -0.890], [0.307, -3.409, 2.821], [-0.864, -2.563, 3.055], [-2.161, -3.103, 3.497], [-3.059, -1.850, 3.570], [-2.106, -0.779, 3.242], [-0.900, -1.255, 2.940], [0.451, -0.245, 2.478], [0.048, -4.425, 3.105], [1.147, -3.077, 3.426], [0.587, -3.390, 1.771], [-2.044, -3.589, 4.464], [-2.522, -3.837, 2.780], [-3.477, -1.698, 4.561], [-3.871, -1.875, 2.846], [-2.344, 0.196, 3.172]], "lowdin_charge": [0.4568, -0.1142, -0.7244, 0.7103, -0.7390, -0.0901, 0.8023, 0.0668, 0.0981, 0.0942, 0.0762, 0.0868, 0.0913, 0.0396, -0.7255, 0.0703, 0.0658, -0.0068, -0.1236, -0.0669, -0.0830, 0.0407, -0.6994, 0.7301, 0.1022, 0.0963, 0.0866, 0.1343, 0.1346, 0.1268, 0.1264, 0.1366]}

Record 4
{"formula": "C5H10O", "method": "ωB97M-V/def2-TZVPD", "gap_ha": 0.4164, "relative_energy_kcal_mol": 32.4, "charge": 0, "smiles": "CCC[C@H]1CO1", "largest_force_ha_per_bohr": 0.0073, "elements": ["C", "C", "C", "C", "C", "O", "H", "H", "H", "H", "H", "H", "H", "H", "H", "H"], "positions_angstrom": [[-1.903, 0.952, 0.003], [-1.342, -0.405, 0.413], [0.159, -0.347, 0.703], [0.999, -0.320, -0.567], [2.443, -0.076, -0.553], [1.936, -1.393, -0.649], [-1.366, 1.364, -0.860], [-1.799, 1.669, 0.826], [-2.962, 0.891, -0.263], [-1.511, -1.144, -0.382], [-1.880, -0.779, 1.293], [0.466, -1.246, 1.250], [0.394, 0.503, 1.357], [0.476, -0.126, -1.510], [2.965, 0.255, -1.446], [2.925, 0.201, 0.384]], "lowdin_charge": [-0.1172, -0.2696, -0.1639, -0.2999, -0.1291, -0.0514, 0.0696, 0.0737, 0.0693, 0.1107, 0.1054, 0.1217, 0.1171, 0.1424, 0.1078, 0.1134]}

Record 5
{"formula": "C29H33BrGeN6S4SbTc", "method": "ωB97M-V/def2-TZVPD", "gap_ha": [0.1854, 0.2030], "s_squared": 3.7833, "relative_energy_kcal_mol": 0.0, "charge": -1, "largest_force_ha_per_bohr": 0.0090, "spin_multiplicity": 4, "elements": ["Tc", "S", "Sb", "S", "S", "S", "C", "C", "C", "C", "C", "Br", "N", "C", "H", "H", "H", "H", "H", "H", "C", "N", "C", "C", "N", "N", "C", "N", "N", "H", "H", "H", "H", "H", "H", "H", "H", "H", "H", "H", "C", "Ge", "C", "C", "C", "C", "C", "C", "C", "C", "C", "C", "C", "C", "C", "C", "C", "C", "C", "C", "H", "H", "H", "H", "H", "H", "H", "H", "H", "H", "H", "H", "H", "H", "H", "H"], "positions_angstrom": [[1.101, -1.529, -0.064], [-0.325, -5.288, -4.436], [-0.275, -3.261, -3.389], [0.990, -3.548, -1.358], [2.949, -0.622, -1.103], [-2.344, -2.352, -2.870], [-0.266, -6.136, 2.803], [0.729, -5.011, 2.799], [1.746, -4.896, 3.735], [2.641, -3.843, 3.656], [2.474, -2.927, 2.632], [3.710, -1.498, 2.490], [1.511, -3.002, 1.725], [0.665, -4.037, 1.811], [0.034, -6.922, 3.496], [-0.359, -6.571, 1.808], [-1.256, -5.785, 3.101], [1.853, -5.637, 4.519], [3.456, -3.729, 4.355], [-0.066, -4.100, 1.015], [-3.723, -2.485, 0.378], [-3.178, -1.406, 1.186], [-3.885, -1.219, 2.440], [-1.841, -1.123, 1.066], [-1.018, -1.746, 0.310], [-1.444, -0.027, 1.842], [-0.162, 0.481, 1.989], [-0.154, 1.541, 2.894], [0.859, 0.048, 1.363], [-4.807, -2.379, 0.357], [-3.475, -3.468, 0.798], [-3.353, -2.433, -0.648], [-4.918, -0.938, 2.233], [-3.436, -0.442, 3.050], [-3.894, -2.147, 3.026], [-1.419, -2.478, -0.276], [-2.147, 0.699, 1.888], [-0.654, 1.344, 3.749], [0.768, 1.916, 3.061], [1.726, 0.492, 1.648], [1.300, -0.205, -1.674], [0.855, 1.676, -1.556], [-1.015, 1.938, -1.009], [-1.909, 0.922, -1.350], [-3.259, 1.012, -1.034], [-3.737, 2.116, -0.342], [-2.864, 3.145, -0.005], [-1.521, 3.061, -0.352], [2.059, 2.675, -0.361], [1.654, 3.291, 0.821], [2.560, 3.942, 1.654], [3.902, 3.992, 1.310], [4.326, 3.396, 0.129], [3.415, 2.748, -0.692], [1.015, 2.522, -3.322], [0.554, 1.837, -4.448], [0.626, 2.405, -5.712], [1.166, 3.674, -5.873], [1.629, 4.369, -4.766], [1.552, 3.796, -3.502], [1.083, -0.602, -2.668], [-1.568, 0.031, -1.873], [-3.925, 0.212, -1.337], [-4.788, 2.190, -0.086], [-3.234, 4.024, 0.511], [-0.872, 3.897, -0.115], [0.611, 3.263, 1.109], [2.214, 4.420, 2.564], [4.614, 4.497, 1.952], [5.372, 3.427, -0.149], [3.769, 2.272, -1.599], [0.132, 0.842, -4.340], [0.264, 1.854, -6.571], [1.228, 4.117, -6.859], [2.053, 5.359, -4.886], [1.924, 4.349, -2.647]], "lowdin_charge": [0.7413, -0.3599, 0.0548, -0.1136, 0.3322, -0.2142, -0.0424, -0.2466, -0.0294, -0.1134, -0.7268, 0.7563, -0.0670, -0.1371, 0.0736, 0.0896, 0.0808, 0.1142, 0.0943, 0.0490, -0.0755, -0.1546, -0.0584, -0.4070, 0.0382, 0.1449, -0.4759, 0.1419, 0.0254, 0.0902, 0.0976, -0.0408, 0.0878, 0.0709, 0.0901, -0.0098, 0.1322, 0.0955, 0.0843, 0.0389, -0.9338, 0.9050, -0.2549, -0.1340, -0.0963, -0.1099, -0.1100, -0.1223, -0.2809, -0.1434, -0.1076, -0.1066, -0.0875, -0.1354, -0.2546, -0.0960, -0.0913, -0.1099, -0.1058, -0.1130, -0.0654, 0.0190, 0.0967, 0.0926, 0.0919, 0.0867, 0.0600, 0.0941, 0.0936, 0.0994, 0.0922, 0.0992, 0.1000, 0.0928, 0.0930, 0.0907]}

How do the records compare in electronic energy? In the order shown, they have -144863.5225 -388630.0883 -55774.4045 -7393.3622 -218189.2388 eV.